C26H46OP2Sn as an isolated structure. Source: the OMol25 dataset; level of theory: ωB97M-V with the def2-TZVPD basis set.

Atoms and positions in Å:
Sn (1.97493, -0.31629, 0.19433)
C (2.67431, 2.88859, -0.06806)
C (1.84018, 3.10521, 1.06694)
C (3.72084, 1.96944, 1.78165)
C (3.84549, 2.18507, 0.37355)
C (2.47815, 2.52835, 2.20314)
C (2.43861, 3.35410, -1.45924)
H (1.39446, 3.64394, -1.62564)
H (2.71070, 2.58091, -2.19288)
H (3.06290, 4.23758, -1.66464)
C (4.99188, 1.80009, -0.48879)
H (4.74434, 1.94657, -1.54846)
H (5.31685, 0.75637, -0.35711)
H (5.85099, 2.44785, -0.25546)
C (4.72424, 1.35255, 2.68655)
H (5.50313, 2.09165, 2.93616)
H (5.21975, 0.47226, 2.25153)
H (4.25739, 1.05497, 3.63547)
C (1.97236, 2.53577, 3.59637)
H (2.47213, 3.32367, 4.18003)
H (2.17256, 1.57735, 4.09623)
H (0.89504, 2.73497, 3.63192)
C (0.56042, 3.85296, 1.10078)
H (0.72125, 4.87973, 1.46842)
H (-0.15442, 3.37219, 1.78515)
H (0.11288, 3.92663, 0.10152)
C (-3.66180, -1.95423, -3.17792)
C (-3.99191, -0.66404, -3.33111)
C (-5.26106, -0.01234, -2.86631)
C (-5.91519, -0.60557, -1.58940)
C (-5.00156, -0.78999, -0.42025)
C (-4.25458, -1.86665, -0.14552)
C (-4.16648, -3.13130, -0.94370)
C (-4.45851, -3.00093, -2.46147)
H (-6.03091, -0.04667, -3.65916)
H (-6.43519, -1.53606, -1.84480)
H (-5.05445, 1.05776, -2.70053)
H (-5.53578, -2.86859, -2.61107)
H (-2.78116, -2.36285, -3.68790)
H (-3.37156, -0.00948, -3.95336)
H (-4.19504, -3.97069, -2.91339)
H (-3.15725, -3.55628, -0.80774)
H (-3.69566, -1.90165, 0.79719)
H (-4.86643, -3.88452, -0.53953)
H (-6.68926, 0.11246, -1.27394)
H (-5.05391, 0.03748, 0.29581)
P (-0.08569, -0.24837, -1.26682)
P (0.35191, -1.05364, 2.04892)
C (-1.11161, -1.52446, -0.42777)
C (-0.61683, -2.15784, 0.89505)
H (-1.25674, -2.31115, -1.17850)
H (-2.08984, -1.04696, -0.28552)
H (-1.46978, -2.48630, 1.51023)
H (0.01356, -3.03629, 0.68817)
C (1.24364, -1.92614, 3.35914)
H (1.59813, -1.18984, 4.09943)
H (2.11222, -2.47812, 2.97320)
H (0.55858, -2.62529, 3.85640)
C (-0.87696, -0.04164, 2.92130)
H (-1.65453, -0.71545, 3.31626)
H (-1.34060, 0.69962, 2.25325)
H (-0.40155, 0.48152, 3.76655)
C (0.59960, -0.83196, -2.84266)
H (1.24352, -0.04071, -3.26670)
H (-0.24225, -1.01422, -3.52650)
H (1.19098, -1.75141, -2.71363)
C (-1.05119, 1.22231, -1.68981)
H (-1.35011, 1.77491, -0.78548)
H (-1.94890, 0.91543, -2.25146)
H (-0.44044, 1.88280, -2.32817)
C (4.56481, -2.11787, 0.38653)
C (3.17161, -2.33110, -0.09185)
O (2.59620, -3.27902, -0.56434)
H (5.28857, -2.23246, -0.44001)
H (4.82092, -2.80550, 1.21100)
H (4.65911, -1.07920, 0.77846)

Results
- M (g/mol) = 555.3
- total charge = +2
- orbital gap (alpha / beta) (hartree) = 0.1863 / 0.2166

So, what does the Mulliken scheme give us? The charges, in e, come out as: 0.310, 0.443, 0.639, 0.387, 0.380, 0.677, -1.546, 0.350, 0.317, 0.359, -1.091, 0.366, 0.223, 0.357, -1.464, 0.347, 0.275, 0.353, -1.466, 0.363, 0.327, 0.376, -1.613, 0.330, 0.356, 0.361, -0.212, -0.650, -0.710, -1.011, -0.187, -0.595, -0.345, -1.034, 0.345, 0.321, 0.319, 0.304, 0.459, 0.730, 0.446, 0.193, 0.568, 0.444, 0.419, 0.393, 0.620, 0.868, -0.059, -1.032, 0.509, -0.353, 0.599, 0.341, -1.222, 0.373, 0.308, 0.458, -1.312, 0.490, 0.295, 0.418, -1.338, 0.405, 0.422, 0.412, -0.856, 0.302, 0.040, 0.449, -0.539, 0.503, -0.434, 0.370, 0.355, -0.307